# 1
Density functional theory data (ωB97M-V/def2-TZVPD) for a gas-phase ion, C6H12NO (charge +1).

For the HOMO energy, the calculation gives -13.2 eV. As for the SMILES: C=CCC[C@H]([NH3+])C=O. Its frontier orbital gap is 9.0 eV. As for the total charge: +1. The value obtained for the energy above the lowest of the compared OMol25 structures with the same formula, charge and spin is 42.7 kcal per mole.

Each line ends with the natural charge from an NBO analysis.
Element x y z (Å)
H -2.631468 -1.102149 0.513052  0.48
N -2.167584 -0.302761 0.032126  -0.69
H -0.567890 1.521436 -0.371830  0.22
H -0.125708 1.524157 1.267060  0.24
H 2.329865 -0.191737 -1.654865  0.19
H 1.921503 2.648098 -2.429361  0.21
C -0.687193 -0.408995 0.392717  -0.14
H -2.190198 -0.323464 -0.984963  0.45
C 1.898898 1.552030 -2.485862  -0.36
H 0.165706 -1.032895 2.351718  0.18
C 1.545240 0.856291 0.072266  -0.48
C 1.891252 0.781485 -1.404398  -0.22
H -0.312097 -1.060013 -0.399300  0.25
H -2.654998 0.597770 0.215628  0.45
H 2.251947 1.028960 -3.362461  0.22
O -1.411515 -2.191611 1.619807  -0.49
C 0.046901 0.950440 0.349412  -0.42
H 2.230568 1.502746 0.724968  0.26
C -0.608212 -1.280087 1.624099  0.42
H 1.987023 -0.092277 0.493222  0.22

Cartesian forces, eV/Å:
H 0.011 0.171 -0.613
N 0.122 0.891 -0.158
H 1.040 0.113 -0.243
H -0.022 -0.393 0.229
H -0.639 -0.137 0.182
H -0.783 -0.410 -0.385
C 0.541 0.952 -0.333
H -0.458 -0.727 -0.142
C 0.845 0.901 1.096
H 0.063 -0.467 0.430
C 1.935 -0.360 0.697
C 0.714 -1.436 -0.140
H 0.304 0.105 -0.085
H 0.613 -0.567 0.670
H -0.095 0.513 -0.358
O 0.835 0.508 1.231
C -1.316 0.389 0.537
H -1.473 0.215 -1.239
C -1.216 -0.596 -1.001
H -1.020 0.337 -0.375


# 2
Density functional theory data (ωB97M-V/def2-TZVPD) for a single C3H2O4 molecule.

For the HOMO energy, the calculation gives -9.3 eV. As for the SMILES: O=c1occ(O)o1. Its frontier orbital gap is 9.4 eV. As for the total charge: 0. The value obtained for the energy above the lowest of the compared OMol25 structures with the same formula, charge and spin is 46.0 kcal per mole.

Each line ends with the natural charge from an NBO analysis.
Element x y z (Å)
O -0.048640 -1.005174 0.026314  -0.49
H 2.181401 -1.438792 0.228739  0.49
C -1.175335 -0.168457 0.053887  0.97
O 2.239378 -0.463085 -0.143313  -0.61
O -2.301532 -0.526468 -0.070204  -0.54
O -0.792360 1.187338 -0.005513  -0.49
H 1.368883 2.067578 0.077894  0.23
C 0.734165 1.225804 -0.033302  -0.04
C 1.053662 -0.085627 0.185265  0.49

Cartesian forces, eV/Å:
O 0.814 2.529 1.266
H 1.424 2.212 -1.250
C 0.299 1.485 -1.653
O 1.535 -5.717 1.883
O 0.845 -0.073 0.669
O 2.233 -1.108 0.324
H -0.296 0.853 -0.086
C -3.933 -3.810 1.878
C -2.921 3.630 -3.032